(1)
111
Properties=species:S:1:pos:R:3:forces:R:3 method="wB97M-V/def2-TZVPD" multiplicity=2 s2=0.80 max_force_ev_per_a=0.57 charge=+3 gap_ev="5.4 / 5.7" lumo_ev="-10.2 / -10.5"
Ru 1.7498 0.5454 -0.3502 -0.068 0.094 0.537
C -1.2204 -1.4705 -4.2505 0.005 0.032 0.038
C -1.6816 -0.7892 -2.9998 0.063 -0.004 -0.006
C -2.9733 -0.3825 -2.7871 -0.102 -0.016 0.028
C -3.3487 0.3048 -1.6090 -0.043 -0.013 0.070
N -2.4842 0.4877 -0.6306 0.142 -0.198 -0.177
N -1.2435 0.0467 -0.8252 0.006 0.239 0.029
B -0.2563 0.0610 0.3611 0.232 0.032 -0.077
N -0.6873 1.0281 1.5077 0.042 -0.053 -0.072
N -1.7817 0.6600 2.1824 0.259 0.136 0.146
C -2.1793 1.4375 3.1678 -0.027 -0.032 -0.039
C -1.4508 2.6028 3.5147 -0.075 -0.039 0.017
C -0.3304 2.9744 2.8242 0.016 0.009 -0.001
C 0.4798 4.1906 3.1522 -0.035 -0.036 -0.050
C 0.0300 2.1136 1.7680 0.068 0.109 -0.134
S 1.4110 2.4500 0.7204 -0.505 -0.041 -0.160
C -3.4391 1.0562 3.9215 0.046 0.027 0.006
C -4.4804 2.1686 3.7141 0.009 0.021 0.013
C -3.9969 -0.2705 3.4141 -0.012 -0.040 -0.002
C -3.1022 0.9392 5.4167 -0.010 -0.029 0.030
N -0.1719 -1.3932 0.9291 -0.530 0.054 -0.135
N -1.3127 -2.0960 0.8924 0.280 0.006 0.020
C -1.3076 -3.2886 1.4443 -0.034 -0.044 0.002
C -0.1424 -3.7871 2.0832 -0.106 -0.053 -0.018
C 1.0222 -3.0727 2.1012 0.107 0.061 0.015
C 2.2903 -3.5579 2.7336 -0.043 0.029 -0.015
C 0.9581 -1.8203 1.4527 0.240 -0.055 0.210
S 2.3702 -0.7880 1.2605 0.003 -0.399 0.219
C -2.5782 -4.1165 1.3782 0.061 0.053 0.042
C -3.6666 -3.3882 0.5922 0.006 -0.002 -0.011
C -3.0575 -4.3727 2.8162 0.016 -0.019 0.019
C -2.2538 -5.4528 0.6938 -0.020 -0.025 -0.029
C -0.7942 -0.4888 -1.9527 0.125 -0.039 0.101
S 0.9634 -0.6707 -2.0884 -0.320 0.386 -0.258
C -4.7667 0.8014 -1.3907 0.042 -0.012 -0.039
C -4.7901 1.9366 -0.3663 0.030 0.027 -0.012
C -5.3613 1.2966 -2.7157 -0.056 0.026 -0.001
C -5.5849 -0.3898 -0.8645 -0.011 -0.021 -0.006
H -2.0517 -1.6233 -4.9341 -0.003 0.002 0.000
H -0.7771 -2.4416 -4.0240 -0.002 0.005 0.007
H -0.4613 -0.8720 -4.7576 -0.006 0.004 0.001
H -3.7215 -0.5696 -3.5466 0.012 0.023 0.001
H -1.7857 3.2036 4.3509 -0.020 -0.003 -0.024
H 0.0556 4.7134 4.0057 0.004 0.008 0.000
H 0.5067 4.8791 2.3053 -0.008 -0.005 0.005
H 1.5096 3.9182 3.3900 -0.006 -0.007 0.003
H -4.7861 2.2416 2.6699 0.006 0.000 0.003
H -4.1111 3.1451 4.0332 -0.009 -0.013 0.006
H -5.3650 1.9442 4.3101 0.005 0.001 -0.006
H -4.1257 -0.2673 2.3313 -0.034 0.027 -0.010
H -4.9668 -0.4500 3.8776 0.024 -0.017 0.020
H -3.3358 -1.1000 3.6713 0.018 -0.002 -0.016
H -2.8368 1.8989 5.8626 0.007 -0.004 -0.020
H -2.2840 0.2371 5.5915 -0.018 -0.005 -0.011
H -3.9781 0.5703 5.9501 0.001 0.011 0.002
H -0.1742 -4.7635 2.5501 -0.014 0.006 -0.010
H 2.1679 -4.5688 3.1137 -0.003 -0.002 0.007
H 2.5794 -2.9122 3.5654 -0.005 0.002 -0.012
H 3.1103 -3.5575 2.0131 -0.010 -0.007 -0.003
H -3.8807 -2.4052 1.0120 0.008 -0.020 0.048
H -4.5800 -3.9822 0.6219 0.011 0.005 -0.022
H -3.3817 -3.2549 -0.4540 0.003 0.010 0.012
H -3.2434 -3.4394 3.3494 -0.019 0.012 -0.017
H -2.3388 -4.9603 3.3906 -0.009 0.010 -0.005
H -3.9899 -4.9361 2.7885 0.013 -0.009 0.002
H -1.8944 -5.3013 -0.3261 -0.004 0.005 0.005
H -3.1592 -6.0575 0.6435 0.004 0.004 -0.003
H -1.5091 -6.0339 1.2396 -0.009 0.009 0.007
H -4.2809 2.8247 -0.7474 -0.002 -0.012 0.005
H -4.3150 1.6456 0.5694 -0.017 -0.040 -0.002
H -5.8260 2.2043 -0.1593 0.005 0.019 -0.013
H -4.6985 2.0003 -3.2240 -0.007 0.009 0.029
H -6.2961 1.8169 -2.5095 -0.010 -0.016 -0.016
H -5.5994 0.4821 -3.4013 0.016 0.001 0.012
H -5.1977 -0.7418 0.0936 -0.007 0.028 -0.010
H -5.5776 -1.2256 -1.5681 0.006 0.002 0.009
H -6.6218 -0.0836 -0.7236 0.008 0.003 -0.011
F 3.7289 4.7964 -6.6522 0.000 0.009 -0.007
C 3.7241 3.9309 -5.6520 -0.003 0.063 -0.054
C 4.4676 2.7696 -5.7752 0.017 -0.077 0.018
C 4.4593 1.8642 -4.7282 -0.014 0.075 0.011
C 3.7244 2.1528 -3.5758 -0.190 0.152 -0.204
C 2.9618 3.3221 -3.4840 0.030 -0.029 -0.017
C 2.9666 4.2272 -4.5274 -0.009 -0.035 0.035
Sb 3.8412 0.8329 -1.9969 0.401 -0.267 -0.310
C 5.0546 -0.7529 -2.5420 0.077 -0.187 -0.029
C 6.4302 -0.6247 -2.3313 -0.006 -0.076 -0.026
C 7.2826 -1.6284 -2.7601 -0.006 0.072 0.050
C 6.7381 -2.7386 -3.3825 0.054 -0.073 -0.035
F 7.5517 -3.6994 -3.7924 0.005 -0.002 0.003
C 5.3774 -2.8893 -3.5965 -0.056 0.039 0.030
C 4.5289 -1.8836 -3.1697 0.021 -0.002 -0.018
C 4.7224 1.7747 -0.3772 -0.065 0.112 0.310
C 5.1695 0.9961 0.7014 0.072 0.036 -0.040
C 5.7228 1.6026 1.8123 -0.040 -0.027 -0.045
C 5.7917 2.9879 1.8322 0.024 0.046 0.029
F 6.3043 3.5784 2.8959 0.018 0.015 0.036
C 5.3540 3.7861 0.7806 -0.034 0.000 -0.026
C 4.8023 3.1745 -0.3254 0.006 -0.059 0.031
H 5.0365 2.5917 -6.6776 -0.007 -0.001 0.003
H 5.0351 0.9505 -4.8120 0.009 0.002 0.009
H 2.3635 3.5367 -2.6051 0.007 -0.006 0.019
H 2.4022 5.1489 -4.4926 -0.002 -0.009 0.000
H 6.8486 0.2485 -1.8453 -0.010 0.008 -0.004
H 8.3533 -1.5628 -2.6222 -0.004 0.001 -0.002
H 5.0104 -3.7781 -4.0909 -0.001 0.005 0.000
H 3.4639 -1.9903 -3.3371 -0.007 0.017 -0.009
H 5.1277 -0.0865 0.6566 -0.010 -0.009 -0.008
H 6.1061 1.0356 2.6499 -0.003 0.001 -0.010
H 5.4681 4.8601 0.8445 0.000 -0.009 0.001
H 4.4711 3.7830 -1.1578 -0.003 -0.005 -0.012

(2)
57
Properties=species:S:1:pos:R:3:forces:R:3 method="wB97M-V/def2-TZVPD" max_force_ev_per_a=0.52 charge=+4 gap_ev=7.9 lumo_ev=-12.9
Sn 1.1742 1.9275 -0.5743 -0.102 -0.038 0.113
C -1.3501 3.3311 1.2065 0.191 0.011 0.097
C -1.9413 1.9753 0.9670 0.007 0.223 -0.060
C -3.3395 1.8327 1.0093 -0.016 -0.105 -0.027
C -3.9078 0.5995 0.8042 0.073 0.016 -0.007
C -3.0556 -0.5015 0.6381 -0.046 -0.090 0.043
C -1.6985 -0.2756 0.6218 -0.076 0.162 0.052
N -1.1230 0.9435 0.7355 0.072 -0.228 -0.124
Sb -0.5623 -2.0545 0.9058 0.011 0.048 0.224
C 1.4600 -2.1160 1.4321 0.403 0.270 -0.200
C 1.9379 -3.2015 2.1327 -0.153 -0.110 0.041
C 3.2908 -3.1533 2.4743 0.020 0.070 -0.027
C 4.0328 -2.0558 2.0904 -0.033 -0.015 -0.008
C 3.4376 -1.0045 1.3717 0.129 -0.020 0.035
C 4.2339 0.1919 0.9467 -0.013 -0.005 0.020
N 2.1434 -1.0392 1.0444 -0.200 -0.055 -0.016
C -1.6487 -3.7830 1.0713 -0.110 0.174 0.275
C -2.3408 -4.8158 1.6215 -0.024 -0.075 -0.188
C -2.6773 -5.8093 0.6819 -0.006 -0.007 0.059
C -2.3146 -5.6998 -0.6517 -0.009 -0.028 -0.032
C -1.5941 -4.6067 -1.1464 0.070 0.045 0.030
C -1.1645 -4.4732 -2.5619 -0.017 0.022 -0.009
N -1.2934 -3.6664 -0.2269 -0.015 -0.204 -0.206
H -1.7439 4.0780 0.5181 -0.013 0.007 -0.049
H -0.2508 3.3360 1.1769 -0.112 -0.050 -0.042
H -1.6017 3.6733 2.2138 -0.043 -0.016 -0.011
H -3.9576 2.6998 1.2067 0.014 0.008 0.001
H -4.9825 0.4671 0.8127 0.002 -0.009 0.006
H -3.4659 -1.5014 0.5614 -0.020 0.009 -0.005
H 1.3136 -4.0397 2.4155 0.013 -0.004 -0.005
H 3.7453 -3.9625 3.0313 -0.019 -0.016 -0.001
H 5.0834 -1.9997 2.3437 0.001 0.020 -0.011
H 5.2779 0.1035 1.2375 -0.003 -0.006 -0.003
H 3.8399 1.0936 1.4233 -0.005 0.000 0.001
H 4.2026 0.3030 -0.1393 -0.001 0.000 -0.007
H -2.6035 -4.8786 2.6676 -0.005 0.001 0.001
H -3.2264 -6.6838 1.0112 -0.003 0.001 -0.001
H -2.5836 -6.4851 -1.3478 -0.012 -0.006 0.012
H -2.0253 -4.5776 -3.2240 0.005 -0.019 -0.006
H -0.4685 -5.2768 -2.8113 -0.005 -0.002 -0.009
H -0.6824 -3.5182 -2.7560 0.017 0.020 0.027
C -1.4022 2.5983 -2.6124 0.057 -0.075 -0.058
O -0.0328 2.8488 -2.1495 0.001 0.237 0.067
C 0.5872 4.0766 -2.7035 -0.069 -0.221 -0.093
C 1.0086 4.9293 -1.5459 -0.012 0.139 0.086
O 1.7428 4.0605 -0.6300 0.082 -0.151 -0.082
C 2.9334 4.6748 -0.0105 -0.031 0.040 0.073
H -1.3960 2.5669 -3.6992 -0.005 -0.017 0.000
H -2.0512 3.3929 -2.2500 0.004 -0.005 0.004
H -1.7031 1.6320 -2.2153 -0.014 0.016 0.020
H -0.1419 4.5741 -3.3407 0.008 0.042 0.032
H 1.4325 3.7526 -3.3105 -0.006 0.030 -0.018
H 0.1689 5.3640 -1.0027 0.011 -0.014 -0.001
H 1.6681 5.7296 -1.8832 0.008 -0.017 -0.008
H 2.6210 5.5675 0.5256 -0.006 -0.001 0.000
H 3.6519 4.9094 -0.7919 -0.006 0.003 -0.007
H 3.3433 3.9464 0.6846 0.009 -0.002 0.002

(3)
10
Properties=species:S:1:pos:R:3:forces:R:3 method="wB97M-V/def2-TZVPD" max_force_ev_per_a=5.72 charge=0 gap_ev=8.2 lumo_ev=-0.8
C -2.6495 0.4534 0.0272 -1.462 -0.405 -0.458
C -0.2984 -0.2937 -0.0025 -1.417 0.276 -0.532
C 1.0939 0.0399 -0.0474 -2.961 -1.640 -0.432
C -1.2893 0.6440 -0.1734 1.951 -3.746 1.248
N -3.7914 0.3036 0.0682 0.173 0.045 0.252
N 1.2534 1.2713 0.0388 -1.415 5.518 0.553
N 0.6446 2.2513 0.1317 2.414 -0.086 -0.346
H -0.4792 -1.3284 0.2170 -0.413 -0.338 -0.185
H 1.8189 -0.5932 0.1796 3.104 -2.637 0.555
H -0.9135 1.5818 -0.2520 0.025 3.015 -0.655

(4)
9
Properties=species:S:1:pos:R:3:forces:R:3 method="wB97M-V/def2-TZVPD" multiplicity=3 s2=2.04 max_force_ev_per_a=5.47 charge=0 gap_ev="6.4 / 6.6" lumo_ev="-0.3 / -2.5"
C -0.6591 -0.7661 0.4777 -0.711 -1.853 1.936
C -2.0178 -0.5377 0.3117 -0.741 0.481 -0.871
C 0.8848 1.3860 -0.2403 1.277 4.338 -1.283
N 0.5106 -0.9105 0.0070 0.622 0.234 -0.555
N 1.1771 0.1719 -0.5623 -0.688 -5.425 0.107
F -2.7408 -0.1232 1.3440 0.659 -0.195 0.178
I 2.1126 2.9303 -1.1477 -1.171 -0.959 0.987
H -1.1512 -1.8639 0.9645 0.810 1.869 -0.904
H 1.8839 -0.2868 -1.1546 -0.057 1.511 0.405